# C29H20IIrO2PS

C29H20IIrO2PS as an isolated structure at a distorted geometry (ωB97M-V with the def2-TZVPD basis set, the OMol25 dataset).

XYZ file:
```
55
Properties=species:S:1:pos:R:3:lowdin_spin:R:1
Ir -0.329 1.656 -0.469 2.1469
O 3.813 2.191 -0.672 0.0640
C 2.717 2.654 -0.504 0.0247
O 1.635 1.895 -0.578 0.2313
C 2.526 4.116 -0.195 0.0703
C 3.659 4.892 -0.276 0.0187
C 3.636 6.264 -0.001 0.1654
C 2.455 6.889 0.382 -0.0055
C 1.307 6.142 0.485 0.1303
C 1.300 4.743 0.200 0.1178
S -0.241 4.062 0.411 0.6266
H 4.581 4.407 -0.564 -0.0003
H 4.548 6.839 -0.087 0.0079
H 2.438 7.948 0.598 -0.0028
H 0.377 6.605 0.788 0.0044
I -3.000 1.673 0.009 0.2058
C -3.800 -0.247 -0.004 0.1822
C -5.205 -0.140 -0.002 0.0436
C -6.021 -1.244 -0.036 0.0860
C -5.435 -2.509 -0.069 0.1460
C -4.046 -2.657 -0.063 -0.0007
C -3.554 -3.974 -0.091 0.1488
C -2.190 -4.228 -0.076 0.0465
C -1.332 -3.157 -0.033 0.0617
C -1.763 -1.806 -0.001 0.1878
P -0.307 -0.660 0.016 0.1168
C 0.601 -1.249 -1.427 0.0428
C 1.727 -2.068 -1.338 0.0114
C 2.399 -2.436 -2.493 0.0057
C 1.955 -1.992 -3.732 0.0167
C 0.833 -1.180 -3.827 0.0003
C 0.156 -0.807 -2.678 0.0287
C 0.569 -1.113 1.516 0.0152
C -0.054 -1.763 2.581 0.0128
C 0.654 -2.008 3.748 -0.0002
C 1.976 -1.602 3.854 0.0098
C 2.594 -0.943 2.799 -0.0002
C 1.896 -0.684 1.630 0.0084
C -3.153 -1.522 -0.020 -0.0005
H -5.659 0.842 0.020 0.0029
H -7.096 -1.133 -0.039 0.0021
H -6.056 -3.395 -0.095 0.0042
H -4.262 -4.792 -0.125 0.0046
H -1.812 -5.240 -0.095 0.0003
H -0.266 -3.347 -0.022 0.0001
H 2.090 -2.401 -0.374 0.0002
H 3.276 -3.064 -2.425 0.0002
H 2.489 -2.277 -4.628 0.0008
H 0.489 -0.835 -4.793 -0.0003
H -0.728 -0.181 -2.761 0.0068
H -1.089 -2.078 2.516 0.0028
H 0.172 -2.514 4.574 -0.0001
H 2.526 -1.796 4.765 0.0005
H 3.624 -0.623 2.883 -0.0002
H 2.382 -0.151 0.822 -0.0003
```

Results
Gap between HOMO and LUMO (alpha / beta), eV: 5.11 / 4.56
Energy relative to the best compared isomer or geometry (same formula, charge and spin), eV: 1.389
E_LUMO (alpha / beta), hartree: -0.26183 / -0.36544
Net charge: +2
Spin multiplicity: 6
F_max, eV/A: 1.00

---

# C6H16N2O2S

C6H16N2O2S as an isolated structure at a distorted geometry (ωB97M-V with the def2-TZVPD basis set, the OMol25 dataset).

XYZ file:
```
27
Properties=species:S:1:pos:R:3:nbo_charge:R:1
C 0.338 -3.649 0.333 -0.6198
C 1.646 1.136 -0.152 -0.6780
C -1.154 3.278 1.077 -0.8803
C -0.065 -2.283 -0.188 -0.3955
C 0.936 -1.199 0.093 -0.4663
C 0.605 0.132 -0.513 0.4220
N 0.196 0.037 -1.826 -0.8414
N -0.790 0.769 0.516 -1.0441
O -0.815 2.587 -1.300 -0.9878
O -2.968 1.768 -0.267 -0.9382
S -1.572 2.027 -0.167 2.2924
H -0.018 -4.607 -0.112 0.2190
H 0.121 -3.772 1.320 0.2046
H 1.383 -3.829 0.459 0.2071
H 2.688 0.735 -0.050 0.2376
H 1.455 2.106 -0.635 0.2514
H 1.599 1.295 0.893 0.2303
H -1.272 4.265 0.686 0.2345
H -1.871 3.357 1.894 0.2350
H -0.011 2.979 1.340 0.2487
H -0.169 -2.556 -1.186 0.1956
H -1.164 -1.977 0.080 0.1960
H 1.854 -1.694 -0.152 0.2382
H 1.008 -1.270 1.246 0.2213
H -0.156 0.958 -2.044 0.4163
H -0.302 -0.717 -2.256 0.3968
H -1.501 0.123 0.911 0.4048
```

Results
Gap between HOMO and LUMO, eV: 10.14
Energy relative to the best compared isomer or geometry (same formula, charge and spin), eV: 3.361
E_LUMO, hartree: 0.02744
Net charge: 0
F_max, eV/A: 3.62

---

# C2H10NSi

C2H10NSi as an isolated structure at a distorted geometry (ωB97M-V with the def2-TZVPD basis set, the OMol25 dataset).

XYZ file:
```
14
Properties=species:S:1:pos:R:3:nbo_charge:R:1
C 0.915 0.379 -1.995 -1.1168
C -0.154 -0.499 1.099 -0.5593
N -1.234 -1.495 0.930 -0.7170
Si 0.029 1.309 -0.628 1.0943
H 0.508 -0.430 -2.594 0.2710
H 1.309 1.194 -2.533 0.2581
H 1.852 0.018 -1.337 0.2459
H 0.821 -1.045 0.903 0.2165
H -0.165 -0.151 2.108 0.2172
H -2.092 -0.968 1.368 0.4466
H -1.457 -1.722 -0.096 0.4520
H -1.299 -2.357 1.530 0.4391
H -1.264 1.749 -1.151 -0.1512
H 0.912 2.265 0.220 -0.0965
```

Results
Gap between HOMO and LUMO, eV: 10.40
Energy relative to the best compared isomer or geometry (same formula, charge and spin), eV: 3.515
E_LUMO, hartree: -0.13953
Net charge: +1
F_max, eV/A: 4.22

---

# C31H56NO6PSSiY

C31H56NO6PSSiY as an isolated structure at a distorted geometry (ωB97M-V with the def2-TZVPD basis set, the OMol25 dataset).

XYZ file:
```
98
Properties=species:S:1:pos:R:3:lowdin_charge:R:1
Y 1.200 0.741 0.295 1.2996
O -2.523 1.956 1.948 0.1130
C -1.543 1.800 1.266 -0.5899
O -0.752 0.755 1.248 -0.2384
C -1.112 2.895 0.298 -0.1884
C -1.779 4.127 0.372 0.0147
C -1.388 5.122 -0.466 0.0326
C -0.380 4.881 -1.423 -0.1440
C 0.003 5.871 -2.363 -0.0175
C 0.922 5.584 -3.325 -0.0519
C 1.487 4.289 -3.394 -0.0441
C 1.147 3.325 -2.491 -0.0526
C 0.219 3.609 -1.466 -0.1853
N -0.128 2.625 -0.550 0.0701
H -2.573 4.238 1.096 0.1293
H -1.860 6.098 -0.430 0.1317
H -0.464 6.847 -2.312 0.1219
H 1.209 6.339 -4.045 0.1138
H 2.197 4.056 -4.177 0.1148
H 1.590 2.343 -2.552 0.0386
C 1.697 -3.030 -1.944 -0.0088
C 2.189 -2.722 -0.545 -0.5960
C 1.119 -2.957 0.500 -0.0210
C 3.425 -3.546 -0.221 -0.0182
O 2.524 -1.281 -0.486 -0.2999
Si 3.991 -0.532 -0.885 -0.1583
S 3.441 1.476 -0.797 0.3923
O 4.539 -1.041 -2.309 -0.1391
C 4.694 -0.567 -3.671 -0.6285
C 5.343 -1.705 -4.430 -0.0192
C 5.578 0.667 -3.684 -0.0334
C 3.314 -0.254 -4.227 -0.0220
O 4.992 -0.984 0.319 -0.1595
C 6.435 -0.922 0.456 -0.6241
C 7.042 -2.080 -0.317 -0.0151
C 6.939 0.420 -0.052 -0.0236
C 6.707 -1.055 1.940 -0.0255
H 1.387 -4.075 -2.001 0.1029
H 2.489 -2.867 -2.676 0.0767
H 0.844 -2.405 -2.209 0.0753
H 0.736 -3.977 0.423 0.1059
H 0.263 -2.296 0.352 0.0684
H 1.514 -2.826 1.509 0.0725
H 3.141 -4.601 -0.208 0.1048
H 3.834 -3.281 0.755 0.0894
H 4.209 -3.418 -0.972 0.0874
H 6.361 -1.876 -4.075 0.0889
H 5.385 -1.473 -5.496 0.0969
H 4.767 -2.623 -4.299 0.0890
H 6.576 0.431 -3.313 0.0836
H 5.155 1.475 -3.086 0.0557
H 5.683 1.019 -4.712 0.0972
H 2.693 -1.150 -4.259 0.0806
H 3.393 0.138 -5.244 0.0966
H 2.816 0.499 -3.608 0.0569
H 6.764 -2.037 -1.373 0.0769
H 6.700 -3.032 0.094 0.0910
H 8.132 -2.050 -0.247 0.0964
H 6.779 0.529 -1.127 0.0649
H 8.011 0.516 0.132 0.1002
H 6.426 1.239 0.458 0.0752
H 6.253 -1.968 2.331 0.0914
H 6.295 -0.197 2.480 0.0736
H 7.782 -1.093 2.128 0.0968
O -0.543 -0.489 -1.106 -0.0804
H -1.343 -0.398 -0.570 0.0701
H -0.801 -0.684 -2.013 0.0879
C 4.161 1.820 4.706 -0.0979
C 3.280 2.457 3.628 -0.5187
C 4.140 2.951 2.467 -0.1302
P 1.804 1.463 3.082 1.0379
C 1.935 -0.200 3.855 -0.5421
C 2.965 -1.043 3.097 -0.1057
C 0.581 -0.911 3.884 -0.0986
C 0.420 2.311 3.931 -0.5476
C 0.522 2.274 5.457 -0.0883
C 0.298 3.756 3.428 -0.1038
H 4.891 2.561 5.042 0.0890
H 4.729 0.972 4.325 0.0628
H 3.606 1.497 5.586 0.0708
H 2.808 3.329 4.084 0.0856
H 4.665 2.127 1.977 0.0451
H 4.885 3.657 2.841 0.0864
H 3.558 3.458 1.695 0.0547
H 2.280 -0.060 4.878 0.0983
H 2.756 -1.126 2.025 0.0323
H 2.965 -2.069 3.477 0.0972
H 3.980 -0.660 3.164 0.0548
H 0.155 -1.044 2.887 0.0568
H -0.166 -0.378 4.473 0.0734
H 0.711 -1.904 4.321 0.0914
H -0.476 1.762 3.636 0.0829
H 1.431 2.762 5.815 0.0766
H 0.503 1.258 5.854 0.0706
H -0.324 2.809 5.894 0.0922
H 0.961 4.421 3.986 0.0809
H -0.722 4.118 3.566 0.0906
H 0.549 3.877 2.371 0.0618
```

Results
Gap between HOMO and LUMO, eV: 8.21
Energy relative to the best compared isomer or geometry (same formula, charge and spin), eV: 0.238
E_LUMO, hartree: -0.11513
Net charge: +1
F_max, eV/A: 1.23

---

# C3H2F3N3

A 2-piece molecular cluster, C3H2F3N3 overall at a distorted geometry (ωB97M-V with the def2-TZVPD basis set, the OMol25 dataset).

XYZ file:
```
11
Properties=species:S:1:pos:R:3:nbo_charge:R:1
H 1.332 -1.968 1.736 0.3547
N 1.469 -1.051 1.216 -0.6231
C 0.997 -1.063 0.082 0.2352
N 1.019 -0.041 -0.817 -0.5515
C 0.743 1.155 -0.604 1.0012
F 1.005 2.092 -1.556 -0.3092
F 0.216 1.805 0.373 -0.2655
H 0.736 -2.097 -0.260 0.1582
N -2.853 0.454 1.044 -0.3886
C -2.480 0.319 0.001 0.6243
F -2.184 0.394 -1.215 -0.2357
```

Results
Gap between HOMO and LUMO, eV: 10.75
Energy relative to the best compared isomer or geometry (same formula, charge and spin), eV: 1.966
E_LUMO, hartree: 0.01053
Net charge: 0
SMILES: [H]/N=C/N=C(F)F.N#CF
F_max, eV/A: 4.59

---

# C14H14CuF3N3O3S

C14H14CuF3N3O3S as an isolated structure (ωB97M-V with the def2-TZVPD basis set, the OMol25 dataset).

XYZ file:
```
39
Properties=species:S:1:pos:R:3:nbo_charge:R:1
Cu 0.117 -0.637 -1.056 0.7507
F -3.570 -3.981 -5.153 -0.3505
C -3.321 -2.909 -4.350 0.9862
F -4.355 -2.849 -3.496 -0.3207
F -3.398 -1.834 -5.148 -0.3194
C -1.996 -3.053 -3.662 -0.2539
C -1.241 -4.184 -3.895 -0.1222
C -0.010 -4.342 -3.266 -0.3491
C 0.411 -3.337 -2.426 0.0828
N -0.294 -2.235 -2.184 -0.6036
C -1.522 -2.041 -2.771 0.0843
S -2.315 -0.612 -2.369 -0.3350
H -1.612 -4.944 -4.568 0.2225
H 0.598 -5.220 -3.432 0.2114
H 1.365 -3.410 -1.916 0.1947
C 3.029 0.906 3.258 -0.6175
C 1.643 1.427 3.641 -0.3625
C 0.799 1.832 2.427 -0.2722
C -0.579 2.335 2.908 -0.3695
C -1.520 2.751 1.778 -0.6184
C 1.484 2.991 1.728 0.7219
O 1.821 4.002 2.316 -0.6305
N 1.716 2.837 0.392 -0.6641
C 1.361 1.727 -0.397 0.7855
O 1.584 1.773 -1.595 -0.6403
N 0.805 0.648 0.216 -0.7981
C 0.547 0.595 1.549 0.6899
O 0.077 -0.395 2.083 -0.6374
H 3.594 0.613 4.144 0.2047
H 3.604 1.673 2.733 0.2026
H 2.943 0.032 2.609 0.2138
H 1.740 2.297 4.292 0.2113
H 1.094 0.651 4.174 0.2220
H -0.405 3.180 3.578 0.2092
H -1.030 1.525 3.482 0.2208
H -1.100 3.574 1.195 0.2013
H -2.473 3.087 2.189 0.2079
H -1.719 1.921 1.098 0.2253
H 2.132 3.608 -0.106 0.4163
```

Results
Gap between HOMO and LUMO, eV: 7.58
E_LUMO, hartree: 0.11158
Net charge: -1
F_max, eV/A: 0.41